[1]
Molecular formula: C4H2N2O
Method: DFT, ωB97M-V/def2-TZVPD

Its structure (SMILES) is C#Cc1ncon1. As for the maximum force: 0.0924 hartree/bohr.

Structure (ORCA input):
```
! wB97M-V def2-TZVPD RIJCOSX def2/J DEFGRID3
* xyz 0 1
C 2.76 0.09 -0.01
C 1.51 0.00 -0.08
C 0.06 0.08 -0.13
N -0.74 -1.03 0.01
C -1.96 -0.53 0.01
O -1.87 0.85 -0.05
N -0.58 1.28 0.05
H 3.80 0.24 0.19
H -2.98 -0.97 0.01
*
```



[2]
Molecular formula: C4H2N2O
Method: DFT, ωB97M-V/def2-TZVPD

Its structure (SMILES) is N#CC#CC(N)=O. As for the maximum force: 0.0214 hartree/bohr.

Structure (ORCA input):
```
! wB97M-V def2-TZVPD RIJCOSX def2/J DEFGRID3
* xyz 0 1
N -1.82 -1.76 2.97
C -1.56 -1.14 2.03
C -1.14 -0.42 0.92
C -0.65 0.16 -0.01
C 0.16 0.81 -1.06
N 1.43 0.33 -1.03
O -0.26 1.65 -1.82
H 1.72 -0.35 -0.35
H 2.12 0.72 -1.66
*
```



[3]
Molecular formula: C4H2N2O
Method: DFT, ωB97M-V/def2-TZVPD

As for the maximum force: 0.0344 hartree/bohr.

Structure (ORCA input):
```
! wB97M-V def2-TZVPD RIJCOSX def2/J DEFGRID3
* xyz 0 1
N -1.43 0.57 0.14
C -0.87 -0.64 -0.06
O -1.46 -1.70 -0.16
C 0.56 -0.78 -0.22
C 1.76 -1.04 -0.37
C 2.23 0.26 -0.01
N 2.57 1.32 0.29
H -0.93 1.45 0.19
H -2.44 0.57 0.19
*
```



[4]
Molecular formula: C4H2N2O4
Method: DFT, ωB97M-V/def2-TZVPD

Its structure (SMILES) is O=Cc1cc([N+](=O)[O-])no1. As for the maximum force: 0.2369 hartree/bohr.

Structure (ORCA input):
```
! wB97M-V def2-TZVPD RIJCOSX def2/J DEFGRID3
* xyz 0 1
O 3.17 -0.50 -0.83
C 2.62 -0.09 0.18
C 1.02 0.08 0.12
C 0.00 -0.71 0.09
C -1.15 0.24 -0.07
N -2.51 -0.11 -0.20
O -2.80 -1.30 -0.12
O -3.27 0.80 -0.37
N -0.66 1.50 -0.18
O 0.75 1.45 -0.12
H 3.07 0.19 1.35
H -0.22 -1.57 0.14
*
```



[5]
Molecular formula: C4H2N4
Method: DFT, ωB97M-V/def2-TZVPD

Its structure (SMILES) is N#C/C=N\N=C/C#N. As for the maximum force: 0.2619 hartree/bohr.

Structure (ORCA input):
```
! wB97M-V def2-TZVPD RIJCOSX def2/J DEFGRID3
* xyz 0 1
N 3.32 -0.85 0.50
C 2.35 -0.06 -0.02
C 1.43 1.06 -0.03
N 0.10 0.90 -0.14
N -0.03 -0.46 -0.29
C -1.31 -0.67 -0.43
C -2.55 -0.19 0.10
N -3.69 0.14 0.53
H 1.88 1.88 0.17
H -1.50 -1.74 -0.38
*
```



[6]
Molecular formula: C4H2NO2
Method: DFT, ωB97M-V/def2-TZVPD

As for the maximum force: 0.0508 hartree/bohr.

Structure (ORCA input):
```
! wB97M-V def2-TZVPD RIJCOSX def2/J DEFGRID3
* xyz -1 1
C -1.01 0.31 -0.01
C 0.38 0.52 0.23
C -2.02 -0.70 0.63
C 1.45 -0.52 -0.05
N -1.74 -0.89 -0.59
O 1.53 -1.72 -0.01
O 0.85 1.63 0.41
H -1.65 1.22 -0.15
H 2.21 0.14 -0.46
*
```



[7]
Molecular formula: C4H2O2
Method: DFT, ωB97M-V/def2-TZVPD

Its structure (SMILES) is O=CC#CC=O. As for the maximum force: 0.0138 hartree/bohr.

Structure (ORCA input):
```
! wB97M-V def2-TZVPD RIJCOSX def2/J DEFGRID3
* xyz 0 1
O 1.48 2.66 0.27
C 0.64 1.80 0.26
C 0.78 0.39 -0.08
C 0.34 -0.73 -0.25
C -0.66 -1.79 -0.26
O -1.81 -1.48 -0.40
H -0.42 1.99 0.52
H -0.34 -2.83 -0.08
*
```



[8]
Molecular formula: C4H2O2
Method: DFT, ωB97M-V/def2-TZVPD

Its structure (SMILES) is O=CC#CC=O. As for the maximum force: 0.0172 hartree/bohr.

Structure (ORCA input):
```
! wB97M-V def2-TZVPD RIJCOSX def2/J DEFGRID3
* xyz 0 1
O 1.59 0.62 2.51
C 0.84 0.58 1.57
C 0.84 -0.32 0.41
C 0.21 -0.64 -0.57
C -0.86 -0.55 -1.56
O -1.73 0.27 -1.38
H -0.03 1.25 1.45
H -0.85 -1.21 -2.44
*
```



Values of calculated total energy, in order: -9203.997, -9205.972, -9204.210, -15342.664, -10133.588, -9763.118, -8271.803, -8271.620, all in eV.
Values of molecular weight, in order: 94.07, 94.07, 94.07, 142.07, 106.09, 96.06, 82.06, 82.06, all in g/mol.
Values of ΔE to the lowest compared entry with this formula, charge and spin, in order: 2.7425, 0.7675, 2.5295, 2.9375, 6.2408, 0.6465, 0.7251, 0.9087, all in eV.